Formula: C14H17N2S3
Source: the Open Molecules 2025 dataset
Level of theory: ωB97M-V/def2-TZVPD

Summary:
HOMO level = -11.7 eV
Charge = +1
Relative energy (zero: lowest compared OMol25 entry of this formula, charge and spin) = 0.0000 eV
Orbital gap = 0.33110 hartree

Each line ends with the Mulliken charge.
Atoms and positions in Å:
C 2.156 -2.554 0.839  -0.46
C 2.665 -1.236 0.280  -0.64
N 1.880 -0.252 0.995  0.03
C 2.035 1.202 0.921  -0.68
C 0.955 1.741 1.855  -0.43
S 0.201 0.363 2.817  -0.05
C 1.074 -0.802 1.910  0.51
N 1.183 -2.167 1.867  0.32
H 1.670 -3.158 0.053  0.29
H 2.971 -3.164 1.248  0.34
H 3.739 -1.092 0.469  0.34
H 2.508 -1.158 -0.806  0.32
H 3.035 1.505 1.276  0.29
H 1.899 1.573 -0.107  0.32
H 1.358 2.462 2.584  0.41
H 0.136 2.210 1.279  0.36
C 1.466 -6.587 0.457  -0.41
C 0.184 -6.041 0.403  -0.62
C -0.200 -5.064 1.330  -0.40
C 0.791 -4.512 2.151  -0.22
C 0.598 -3.154 2.802  0.17
S 1.406 -3.113 4.462  -0.17
C 0.036 -2.859 5.588  -0.55
C -1.146 -2.283 4.840  -0.42
S -1.154 -2.801 3.117  -0.08
C 1.935 -5.272 2.429  -0.36
C 2.335 -6.230 1.492  -0.50
H 1.803 -7.274 -0.318  0.40
H -0.515 -6.339 -0.384  0.38
H -1.257 -4.786 1.408  0.39
H -0.239 -3.768 6.139  0.35
H 0.427 -2.114 6.294  0.35
H -2.077 -2.614 5.316  0.46
H -1.091 -1.186 4.805  0.18
H 2.513 -5.151 3.353  0.37
H 3.334 -6.667 1.562  0.42

---

Formula: C18H20ClFN3O3PdS
Source: the Open Molecules 2025 dataset
Level of theory: ωB97M-V/def2-TZVPD

Summary:
⟨S²⟩ = 2.02
HOMO level (spin up / spin down) = -1.9 / -4.7 eV
Charge = -1
Spin multiplicity = 3
Orbital gap (spin up / spin down) = 0.15370 / 0.25829 hartree

Each line ends with the Mulliken spin population.
Atoms and positions in Å:
Pd -2.437 -0.284 -1.674  1.26
C 3.216 -2.005 3.154  0.00
C 3.045 -0.534 2.758  0.00
C 4.356 0.154 2.376  0.00
C 4.977 -0.535 1.165  0.00
C 3.954 -0.684 0.072  -0.01
C 4.375 -0.887 -1.251  0.04
C 3.436 -0.951 -2.260  -0.02
F 3.869 -1.182 -3.534  0.00
C 2.095 -0.758 -2.023  0.02
C 1.655 -0.553 -0.703  0.02
C 0.271 -0.207 -0.470  0.02
O -0.438 0.080 -1.489  -0.04
C -0.145 -0.147 0.905  -0.01
C 0.790 -0.288 1.881  0.05
N 2.127 -0.431 1.647  0.03
C 2.593 -0.569 0.352  0.01
C -1.565 0.146 1.365  -0.02
O -1.755 0.317 2.568  0.01
O -2.491 0.233 0.499  0.12
H 3.980 -2.116 3.920  0.00
H 3.487 -2.607 2.290  0.00
H 2.272 -2.377 3.546  0.00
H 2.598 0.000 3.604  0.00
H 5.041 0.152 3.226  0.00
H 4.133 1.195 2.129  0.00
H 5.377 -1.511 1.452  0.00
H 5.825 0.044 0.791  0.00
H 5.421 -0.999 -1.491  0.01
H 1.367 -0.751 -2.817  0.01
H 0.484 -0.243 2.915  0.00
Cl -2.452 1.848 -2.868  0.06
S -4.729 -0.651 -2.247  0.12
C -4.906 0.964 -1.809  0.02
N -4.744 1.460 -0.571  0.01
C -4.984 2.891 -0.552  0.00
C -5.332 3.209 -2.018  0.00
N -5.524 1.888 -2.597  0.00
H -4.091 1.018 0.086  -0.02
H -4.099 3.434 -0.207  0.00
H -5.830 3.105 0.112  0.00
H -4.498 3.710 -2.516  0.00
H -6.249 3.797 -2.115  0.00
H -5.382 1.794 -3.591  0.00
C -2.285 -2.288 -1.088  0.33
H -3.017 -2.441 -0.295  -0.03
H -1.282 -2.485 -0.701  -0.03
H -2.507 -2.958 -1.926  0.00

---

Formula: C38H34IrNP2Te
Source: the Open Molecules 2025 dataset
Level of theory: ωB97M-V/def2-TZVPD

Summary:
⟨S²⟩ = 0.75
HOMO level (spin up / spin down) = -15.8 / -15.8 eV
Charge = +3
Spin multiplicity = 2
Relative energy (zero: lowest compared OMol25 entry of this formula, charge and spin) = 2.8830 eV
Orbital gap (spin up / spin down) = 0.13072 / 0.13060 hartree

Each line ends with the Mulliken spin population.
Atoms and positions in Å:
Ir -0.393 0.427 0.611  0.91
C -3.364 2.675 1.327  0.00
P -3.665 1.296 0.168  0.00
C -3.240 1.662 -1.511  0.00
C -2.157 1.088 -2.192  0.05
C -1.910 1.434 -3.503  0.02
C -2.756 2.332 -4.157  0.00
C -3.847 2.886 -3.500  0.00
C -4.101 2.546 -2.184  0.00
C -2.821 -0.133 0.831  -0.04
C -2.296 -0.154 2.151  0.05
C -2.126 -1.371 2.816  -0.01
C -2.565 -2.544 2.231  -0.01
C -3.107 -2.538 0.941  0.00
C -3.188 -1.368 0.227  0.03
C -1.988 3.202 1.301  -0.01
C -1.663 4.578 1.615  0.00
C -0.320 4.692 1.509  -0.01
C 0.157 3.404 1.084  0.02
C 1.529 3.004 0.750  0.00
P 1.715 1.190 0.914  -0.05
C 3.200 0.810 0.004  -0.01
C 3.130 0.640 -1.379  0.01
C 4.292 0.458 -2.110  0.00
C 5.520 0.453 -1.461  0.00
C 5.593 0.644 -0.088  0.00
C 4.437 0.824 0.654  0.00
C 1.903 0.778 2.652  0.03
C 2.519 -0.428 3.011  0.01
C 2.593 -0.793 4.345  -0.01
C 2.051 0.030 5.325  0.02
C 1.434 1.225 4.976  -0.01
C 1.354 1.598 3.644  0.00
N -0.866 2.515 0.962  0.02
H -3.683 2.350 2.323  0.00
H -4.050 3.491 1.075  0.00
H -1.509 0.359 -1.702  -0.02
H -1.070 1.002 -4.031  0.00
H -2.565 2.590 -5.191  0.00
H -4.506 3.570 -4.017  0.00
H -4.968 2.960 -1.681  0.00
H -2.168 0.759 2.720  -0.01
H -1.729 -1.373 3.823  0.00
H -2.513 -3.471 2.787  0.00
H -3.482 -3.456 0.506  0.00
H -3.624 -1.369 -0.767  0.00
H -2.389 5.329 1.886  0.00
H 0.303 5.556 1.680  0.00
H 2.301 3.578 1.262  0.00
H 1.664 3.187 -0.328  0.00
H 2.172 0.684 -1.884  0.00
H 4.244 0.328 -3.183  0.00
H 6.428 0.308 -2.031  0.00
H 6.555 0.654 0.408  0.00
H 4.503 0.970 1.725  0.00
H 2.965 -1.064 2.256  0.00
H 3.088 -1.714 4.623  0.00
H 2.124 -0.253 6.367  0.00
H 1.035 1.875 5.743  0.00
H 0.893 2.548 3.397  0.00
C -0.293 -3.689 -0.263  0.00
Te 0.798 -1.857 -0.039  -0.03
C 0.789 -1.805 -2.180  -0.01
C 0.524 -3.231 -2.594  0.01
C 0.776 -3.644 -3.900  0.00
C 0.548 -4.960 -4.266  0.00
C 0.080 -5.873 -3.329  0.00
C -0.170 -5.469 -2.029  0.00
C 0.044 -4.143 -1.661  0.00
H -1.356 -3.546 -0.119  0.00
H 0.092 -4.358 0.506  0.00
H 1.766 -1.466 -2.513  0.00
H 0.024 -1.108 -2.522  0.01
H 1.161 -2.941 -4.627  0.00
H 0.749 -5.278 -5.279  0.00
H -0.081 -6.905 -3.612  0.00
H -0.526 -6.185 -1.299  0.00

---

Formula: C17H15F3N2O
Source: the Open Molecules 2025 dataset
Level of theory: ωB97M-V/def2-TZVPD

Summary:
HOMO level = -8.1 eV
Structure (SMILES) = CCN1Cc2ccc(NC(=O)C(F)(F)F)cc2-c2ccccc21
Charge = 0
Relative energy (zero: lowest compared OMol25 entry of this formula, charge and spin) = 1.7788 eV
Orbital gap = 0.30732 hartree

Each line ends with the Mulliken charge.
Atoms and positions in Å:
C -1.194 -4.254 1.490  -0.89
C -0.785 -3.017 0.652  -0.77
N -0.616 -1.921 1.511  0.57
C -1.667 -0.939 1.474  -1.27
C -1.237 0.115 0.432  1.02
C -2.221 0.689 -0.442  -0.98
C -1.810 1.665 -1.445  -0.55
C -0.495 2.005 -1.510  0.53
N 0.005 2.968 -2.434  -0.11
C -0.543 3.656 -3.491  0.28
O -1.733 3.817 -3.712  -0.56
C 0.351 4.256 -4.636  0.82
F 0.043 3.672 -5.834  -0.23
F 1.674 3.910 -4.365  -0.30
F 0.274 5.604 -4.700  -0.23
C 0.436 1.434 -0.560  -0.82
C 0.027 0.558 0.456  0.57
C 0.968 -0.203 1.330  0.99
C 2.268 0.250 1.544  -0.56
C 3.228 -0.496 2.302  -0.96
C 2.754 -1.652 2.998  -0.33
C 1.492 -2.097 2.725  -0.77
C 0.636 -1.469 1.823  -0.23
H -0.535 -4.158 2.374  0.14
H -0.928 -5.121 0.880  0.38
H -2.277 -4.223 1.772  0.25
H -1.591 -2.826 -0.069  0.42
H -0.025 -3.321 0.054  0.55
H -1.682 -0.477 2.505  0.24
H -2.705 -1.392 1.256  0.35
H -3.218 0.257 -0.224  0.29
H -2.555 1.872 -2.160  0.48
H 1.055 3.094 -2.391  0.22
H 1.501 1.748 -0.526  0.14
H 2.510 1.247 1.233  0.37
H 4.173 -0.031 2.684  0.27
H 3.312 -2.294 3.743  0.31
H 1.112 -2.924 3.260  0.36

---

Formula: C5H10O
Source: the Open Molecules 2025 dataset
Level of theory: ωB97M-V/def2-TZVPD

Summary:
HOMO level = -9.1 eV
Structure (SMILES) = CC[C@@]1(C)CO1
Charge = 0
Relative energy (zero: lowest compared OMol25 entry of this formula, charge and spin) = 3.8841 eV
Orbital gap = 0.36899 hartree

Each line ends with the Mulliken charge.
Atoms and positions in Å:
C 1.693 0.329 0.561  -1.02
C 0.755 0.258 -0.644  -0.74
C -0.665 -0.142 -0.269  1.40
C -0.881 -1.609 0.016  -1.29
C -1.500 0.973 0.178  -0.85
O -1.674 0.475 -1.113  -0.51
H 1.778 -0.639 1.068  0.31
H 1.332 1.062 1.292  0.27
H 2.700 0.630 0.253  0.34
H 1.144 -0.453 -1.381  0.31
H 0.694 1.241 -1.127  0.39
H -0.571 -2.211 -0.850  0.29
H -0.281 -1.926 0.875  0.31
H -1.931 -1.815 0.225  0.39
H -0.732 2.005 0.209  0.02
H -1.859 1.822 0.708  0.37

---

Formula: CH5NOSi
Source: the Open Molecules 2025 dataset
Level of theory: ωB97M-V/def2-TZVPD

Summary:
HOMO level = -10.8 eV
Charge = 0
Relative energy (zero: lowest compared OMol25 entry of this formula, charge and spin) = 2.2756 eV
Orbital gap = 0.37543 hartree

Each line ends with the Mulliken charge.
Atoms and positions in Å:
C -2.348 0.897 0.176  0.13
N -2.389 0.145 -0.662  -0.39
O 0.395 1.216 0.770  -0.38
Si 1.252 1.441 -0.452  0.53
H -2.316 1.766 0.920  0.26
H -1.539 -1.260 1.689  0.03
H -2.256 -1.228 1.389  -0.04
H 1.855 2.759 -0.402  -0.09
H 1.792 0.856 -1.678  -0.06

---

Formula: C30H32MgN2O2P2S
Source: the Open Molecules 2025 dataset
Level of theory: ωB97M-V/def2-TZVPD

Summary:
HOMO level (spin up / spin down) = -12.3 / -11.1 eV
Charge = +2
Relative energy (zero: lowest compared OMol25 entry of this formula, charge and spin) = 2.0553 eV
Orbital gap (spin up / spin down) = 0.22497 / 0.15346 hartree

Each line ends with the Mulliken charge.
Atoms and positions in Å:
Mg -0.652 1.740 -2.665  1.36
C 3.411 -0.672 5.171  -0.57
S 1.801 -1.048 5.830  -0.08
C 0.664 -0.196 4.711  -0.81
C 0.610 -0.990 3.369  -0.08
C -0.415 -0.347 2.492  -1.11
N -0.217 -0.612 1.013  0.83
P 0.512 0.502 -0.100  0.85
C 2.178 0.789 0.142  0.86
C 3.241 -0.107 -0.280  -0.54
C 4.571 0.243 -0.126  -0.83
C 4.905 1.506 0.517  -0.53
C 3.874 2.405 0.886  -0.89
C 2.516 2.076 0.728  -0.53
C -0.392 2.074 -0.410  -0.17
C 0.298 3.167 -1.083  -0.95
C -0.474 4.219 -1.586  -0.68
C -1.863 4.283 -1.549  -0.74
C -2.563 3.153 -1.054  -0.69
C -1.825 2.135 -0.363  -0.20
P -0.944 -1.699 -0.104  0.36
C -0.266 -3.342 -0.173  0.58
C 1.076 -3.550 0.002  -0.53
C 1.681 -4.712 -0.479  -0.65
C 0.906 -5.737 -0.964  -0.63
C -0.492 -5.668 -0.788  -0.55
C -1.115 -4.477 -0.480  -0.76
C -2.676 -1.567 -0.254  0.20
C -3.219 -1.281 -1.514  -0.07
C -4.577 -0.893 -1.588  -0.70
C -5.395 -0.814 -0.465  -0.40
C -4.864 -1.245 0.823  -0.81
C -3.615 -1.819 0.884  -0.28
H 3.329 -0.270 4.168  -0.02
H 4.067 -1.516 5.049  0.32
H 3.853 0.048 5.820  0.34
H 0.968 0.860 4.589  0.36
H -0.336 -0.160 5.226  0.36
H 0.427 -2.043 3.571  0.39
H 1.614 -0.874 2.921  0.08
H -0.487 0.750 2.496  0.39
H -1.429 -0.681 2.798  0.47
H 3.075 -1.078 -0.753  0.45
H 5.368 -0.388 -0.414  0.53
H 5.974 1.670 0.727  0.42
H 4.115 3.388 1.351  0.41
H 1.716 2.841 0.959  0.61
H 1.377 3.141 -1.202  0.59
H 0.082 5.103 -1.935  0.50
H -2.391 5.026 -2.127  0.45
H -3.593 2.904 -1.359  0.43
H -2.316 1.379 0.267  0.48
H 1.678 -2.829 0.527  0.58
H 2.786 -4.769 -0.344  0.38
H 1.312 -6.531 -1.522  0.47
H -1.012 -6.567 -1.062  0.41
H -2.192 -4.263 -0.545  0.38
H -2.612 -1.319 -2.424  0.50
H -4.940 -0.692 -2.592  0.44
H -6.404 -0.448 -0.603  0.47
H -5.441 -1.106 1.751  0.44
H -3.300 -2.476 1.733  0.52
C -0.182 4.325 -5.914  -1.11
C -0.631 3.863 -4.613  0.75
O -0.683 2.679 -4.355  -0.35
H 0.860 4.691 -5.997  0.35
H -0.721 5.232 -6.186  0.34
H -0.129 3.526 -6.695  0.33
O -0.510 -0.234 -2.559  -0.76
N 0.025 -0.698 -1.294  0.05

---

Formula: C36H40BrF3N4O9S
Source: the Open Molecules 2025 dataset
Level of theory: ωB97M-V/def2-TZVPD

Summary:
HOMO level = 0.1 eV
Charge = -2
Orbital gap = 0.08861 hartree

Each line ends with the Mulliken charge.
Atoms and positions in Å:
C 1.200 -5.096 0.150  -0.90
C 0.441 -5.467 -1.152  -0.27
O 0.822 -4.720 -2.306  -0.34
C 0.792 -3.375 -2.157  -0.01
O 1.768 -2.708 -1.856  -0.59
C -0.550 -2.659 -2.366  0.26
C -1.406 -2.835 -1.080  -0.04
C -2.125 -1.542 -0.631  -2.34
C -1.209 -0.341 -0.458  0.11
C -1.352 0.685 -1.375  0.57
N -2.340 0.597 -2.440  -0.56
C -0.575 1.835 -1.311  -1.18
C 0.324 1.933 -0.285  -0.53
C 0.479 0.924 0.641  -0.21
C -0.274 -0.233 0.570  1.18
C -0.081 -1.342 1.591  -0.32
C 1.361 -1.840 1.711  -0.51
N 1.839 -2.164 2.843  -0.81
S 1.695 1.202 1.934  -0.25
C 1.383 2.939 2.219  1.35
C 1.380 3.457 3.491  0.91
C 1.681 2.629 4.729  -1.51
C 0.750 1.400 4.949  -0.42
C -0.648 1.537 4.367  -0.08
O -1.325 0.262 4.637  -0.30
C -2.613 0.439 5.060  0.68
C -3.667 0.125 3.999  -0.88
O -2.920 0.777 6.181  -0.59
C 1.100 4.802 3.652  -0.78
C 0.804 5.564 2.552  0.13
Br 0.422 7.424 2.888  -0.22
C 0.792 5.022 1.281  1.05
C 0.392 5.957 0.118  -2.18
N -1.038 6.282 0.132  -0.21
C -1.866 5.114 -0.124  -0.64
C 1.115 3.688 1.077  -1.22
N 1.138 3.149 -0.250  0.55
C 2.473 2.733 -0.745  -0.39
C 3.649 3.680 -0.545  -0.53
O 4.135 3.709 0.792  -0.48
C 3.491 5.100 -1.143  0.67
F 3.361 6.048 -0.209  -0.26
F 2.551 5.197 -2.078  -0.26
F 4.668 5.415 -1.775  -0.34
H 1.580 -6.031 0.582  0.47
H 2.065 -4.450 -0.013  0.22
H 0.546 -4.667 0.920  0.12
H -0.631 -5.371 -0.935  0.19
H 0.604 -6.523 -1.373  0.58
H -1.064 -3.113 -3.226  0.22
H -0.399 -1.602 -2.597  0.15
H -0.838 -3.247 -0.244  -0.05
H -2.194 -3.567 -1.302  0.59
H -2.956 -1.294 -1.292  0.52
H -2.575 -1.751 0.356  0.40
H -2.615 1.560 -2.616  0.37
H -1.834 0.317 -3.280  0.33
H -0.662 2.647 -2.026  0.69
H -0.347 -0.925 2.576  -0.46
H -0.795 -2.143 1.394  0.40
H 2.004 -1.963 0.834  0.73
H 1.137 -2.029 3.574  0.30
H 2.713 2.255 4.680  0.28
H 1.635 3.248 5.631  0.37
H 0.620 1.296 6.036  0.45
H 1.196 0.453 4.634  0.15
H -0.648 1.628 3.276  -0.22
H -1.252 2.324 4.833  0.61
H -3.413 -0.863 3.595  0.29
H -3.497 0.833 3.177  0.22
H -4.675 0.168 4.404  0.34
H 1.103 5.221 4.655  0.39
H 1.019 6.849 0.112  0.56
H 0.521 5.347 -0.781  0.40
H -1.292 6.749 0.993  0.34
H -1.846 4.355 0.676  0.18
H -2.902 5.455 -0.254  0.44
H -1.596 4.655 -1.081  0.17
H 2.802 1.747 -0.389  0.36
H 2.372 2.602 -1.832  0.50
H 4.475 3.242 -1.127  0.65
H 4.989 4.155 0.726  0.38
C -0.641 -6.165 -4.887  -0.53
C -1.320 -5.398 -5.823  0.39
C -2.061 -6.219 -6.906  0.53
O -2.774 -5.684 -7.769  -0.77
C -1.899 -7.647 -6.898  -0.84
C -1.204 -8.415 -5.964  0.43
C -0.554 -7.595 -4.821  0.43
O 0.036 -8.130 -3.867  -0.76
O -1.066 -9.659 -5.958  -0.81
O -1.388 -4.143 -5.860  -0.80
H -0.107 -5.662 -4.093  0.49
H -2.392 -8.149 -7.727  0.32